A gas-phase ion, CH3N4 (charge +1), computed with ωB97M-V with the def2-TZVPD basis set.

Last column: Mulliken charge in e.
Element x y z (Å)
C 0.20 -0.13 -0.47  0.119
N -1.61 0.57 -1.50  -0.019
N -1.56 1.14 -0.48  0.224
N -0.47 0.95 0.20  -0.020
N 0.92 -0.94 0.18  -0.214
H -0.12 1.20 1.21  0.339
H 1.52 -1.63 -0.30  0.311
H 1.11 -1.16 1.15  0.261

Output
Orbital gap (alpha / beta) ... 8.676 / 8.669 eV
Total energy ... -7033.296 eV
Net charge ... +1


2 unconnected molecules or ions with the total composition CH3N4O2, computed with ωB97M-V with the def2-TZVPD basis set.

Last column: Mulliken charge in e.
Element x y z (Å)
C 1.54 1.42 -1.20  0.504
N 0.91 0.64 -1.76  -0.536
N -0.68 -0.50 -0.14  -0.176
N -0.98 -1.59 0.69  -0.559
N -0.32 0.59 0.50  -0.005
O -0.52 0.54 1.81  -0.664
O 2.31 2.18 -0.75  -0.540
H 0.28 -0.17 -1.25  0.476
H -0.85 -0.84 1.62  0.342
H -1.68 -2.26 0.49  0.159

Output
Orbital gap ... 8.026 eV
Total energy ... -11138.667 eV
Net charge ... -1


2 unconnected molecules or ions with the total composition CH3N4P, computed with ωB97M-V with the def2-TZVPD basis set.

Last column: Mulliken charge in e.
Element x y z (Å)
C 0.68 -1.22 0.39  -0.182
N 1.79 -1.00 -0.21  -0.132
N 2.10 0.24 -0.51  -0.297
N 1.15 1.14 -0.30  -0.130
N -1.45 1.17 0.03  -0.636
P -0.10 0.44 0.50  0.492
H 0.43 -2.05 0.94  0.421
H -2.28 0.16 -1.39  0.145
H -2.31 1.12 0.57  0.319

Output
Orbital gap (alpha / beta) ... 7.775 / 7.064 eV
Total energy ... -16327.997 eV
Net charge ... 0


A gas-phase ion, CH3N4Si (charge -1), computed with ωB97M-V with the def2-TZVPD basis set.

Last column: Mulliken charge in e.
Element x y z (Å)
C 0.08 -0.41 -0.26  0.508
N 2.12 -1.04 -0.68  -0.269
N 1.43 -0.11 0.03  -0.371
N -0.13 -1.40 -1.04  -0.531
N 1.40 -1.82 -1.32  -0.239
Si -0.98 0.87 0.56  0.168
H -2.57 0.40 0.78  -0.096
H -0.88 2.22 -0.14  -0.099
H -0.47 1.28 2.08  -0.071

Output
Orbital gap ... 8.588 eV
Total energy ... -14922.407 eV
Net charge ... -1


Strongest force on any atom, record by record: 5.15; 5.77; 3.98; 3.15 eV/Å
Molecular weight, record by record: 71.063; 103.061; 102.037; 99.149 Da
Relative energy (zero: lowest compared OMol25 entry of this formula, charge and spin), record by record: 5.296; 1.553; 3.923; 1.297 eV